This record from the Open Molecules 2025 dataset describes a structure of composition C35H30Cl4GeIMoN4O9. The level of theory is ωB97M-V/def2-TZVPD.

Geometry as XYZ:
```
85
Properties=species:S:1:pos:R:3:mulliken_spin:R:1
H 0.51 -3.62 -2.20 0.00
C 5.08 -3.40 1.13 0.00
H 3.06 2.83 3.74 0.00
O -0.04 0.03 -1.76 0.17
C 2.82 -0.83 1.26 0.03
O 0.18 0.48 -3.91 0.04
C -1.04 -2.85 1.26 0.04
C -1.97 -0.31 -3.14 0.02
C 3.72 -3.20 0.59 0.00
C 1.52 2.32 2.35 0.01
C -2.29 -4.05 -0.46 0.00
C -1.53 -3.74 2.22 0.01
C -2.44 2.50 4.30 0.01
H 1.12 1.52 2.96 0.00
C 2.80 -0.60 -3.03 0.00
C 1.06 -4.35 -1.61 -0.01
H -3.23 3.22 0.77 0.00
O 2.16 -1.52 -2.55 0.00
H -3.48 0.52 -0.25 0.00
H -0.24 2.75 -2.23 -0.01
C -0.50 0.10 -2.97 -0.02
H -2.24 -0.12 -4.18 0.00
C -1.76 1.41 2.26 0.17
C 1.43 3.65 0.35 0.02
C -2.95 0.43 -2.22 -0.01
Cl -1.02 -3.57 3.85 0.00
C -2.78 -4.93 0.51 0.01
C 3.11 4.08 2.00 0.02
H 3.98 4.64 2.33 0.00
H 2.46 0.65 -1.32 0.00
C 2.60 3.06 2.79 -0.01
Cl -2.67 -4.29 -2.13 0.00
H -2.26 -0.68 2.14 0.01
H -3.40 1.27 5.77 0.00
C -1.85 2.55 3.05 -0.01
H -1.29 4.49 -3.58 0.00
H -3.31 -0.76 4.36 0.00
C -2.41 -4.76 1.84 0.01
C -2.31 0.22 2.74 0.01
O 5.70 -4.40 0.83 0.00
H -2.49 3.39 4.91 0.00
H 4.14 0.65 -1.91 0.00
H 4.94 -1.67 2.04 0.00
C -2.90 0.17 3.99 0.00
C -2.84 4.88 -2.15 0.01
H -4.27 5.02 -0.56 0.00
H -2.02 -1.39 -2.95 -0.01
H 1.64 -4.99 -2.28 0.00
Mo 0.32 -0.81 -0.18 2.33
Cl -3.00 -5.85 3.03 0.00
H 0.96 3.91 -0.59 0.00
C 3.09 0.64 -2.21 -0.01
H -3.31 5.64 -2.75 0.00
H -3.97 0.17 -2.56 0.01
N -2.76 0.09 -0.82 0.12
C 2.52 4.38 0.79 -0.01
H 3.15 -1.47 -4.82 0.00
O 1.79 -0.15 0.87 0.01
H -2.83 -0.92 -0.71 -0.02
C -3.39 4.52 -0.93 0.00
N 3.38 -0.68 -4.23 0.00
C 2.79 -2.18 0.70 -0.01
C -1.71 4.24 -2.62 0.00
H 0.35 -4.97 -1.07 0.00
C -1.63 2.89 -0.61 0.11
C -1.45 -3.01 -0.10 0.00
I 2.74 2.45 -3.28 0.00
H 3.60 -4.97 -0.52 0.00
C -2.96 1.31 4.78 0.00
O -0.24 -1.84 1.48 0.00
C 0.92 2.62 1.13 0.08
O 5.56 -2.45 1.90 0.00
N 1.71 -2.47 -0.10 -0.01
Ge -0.71 1.56 0.56 -0.05
H 2.91 5.18 0.17 0.00
O -0.97 -2.11 -0.92 -0.07
H -2.82 1.51 -2.33 0.00
O 3.76 -0.43 1.95 0.02
Cl -3.83 -6.21 0.05 0.00
H -1.44 3.48 2.68 -0.01
C 1.95 -3.64 -0.67 0.02
C -1.11 3.25 -1.85 -0.02
H 3.80 0.12 -4.68 0.00
C -2.79 3.52 -0.17 -0.02
N 3.15 -4.10 -0.27 0.00
```

Computed properties:
highest occupied orbital energy (spin up / spin down) = -7.68 / -8.08 eV
largest force on an atom = 0.0594 hartree/bohr
spin multiplicity = 4


This record from the Open Molecules 2025 dataset describes a structure of composition C35H30ClGaGeNO2SSe. The level of theory is ωB97M-V/def2-TZVPD.

Geometry as XYZ:
```
73
Properties=species:S:1:pos:R:3:mulliken_spin:R:1
C -0.16 1.83 1.71 0.00
C -8.25 -1.71 2.86 -0.04
C -7.66 -3.30 1.05 -0.08
H 0.34 -4.16 -0.64 0.00
Se 2.60 0.90 -2.19 0.00
C -6.98 -4.73 -0.87 -0.13
C -6.32 -2.77 1.03 0.06
Ga -3.62 -2.55 0.26 0.25
H 7.26 3.87 -2.22 0.00
H -8.91 -1.28 3.59 0.00
Cl 1.02 -2.38 0.85 0.00
C 1.03 2.16 0.93 0.00
C 4.31 0.17 -1.77 0.00
H -5.14 -5.62 -2.10 0.01
O -1.82 -2.74 -0.76 0.00
C -4.60 -5.07 -1.40 0.00
H 7.59 5.25 -0.28 0.00
H 5.84 5.30 1.46 0.00
H -4.04 -5.73 -0.76 0.02
C -0.43 3.39 -0.56 0.00
C -0.07 0.86 2.73 0.00
C 5.35 0.25 -2.70 0.00
S -4.46 -0.95 1.75 0.01
C 5.59 4.92 0.49 0.00
H -7.20 -5.48 -1.62 -0.01
H 5.30 0.85 -3.65 0.00
C 6.59 -0.40 -2.49 0.00
C 4.51 -0.47 -0.56 0.00
C 4.28 4.59 0.16 0.00
Ge 2.30 3.26 -1.52 0.00
H -2.58 3.44 -0.07 0.00
H -3.90 -4.39 -1.87 0.00
C 1.09 0.27 3.13 0.00
O -2.39 -3.68 1.17 0.00
C -7.97 -4.28 -0.01 0.36
C -0.03 -3.91 0.36 0.01
N -5.37 -3.40 0.24 0.08
H 1.11 -0.44 3.95 0.00
C -1.39 2.47 1.42 0.00
H 7.40 -0.23 -3.23 0.00
C 0.84 2.93 -0.25 0.00
H 0.85 3.78 -3.63 0.00
H -9.43 -3.44 2.46 0.00
H -1.06 0.50 3.11 0.00
C 4.04 3.83 -1.00 0.00
H 1.54 5.17 -2.90 0.00
C -6.98 -1.12 2.78 0.09
H 2.58 4.04 -3.86 0.00
C 2.25 0.62 2.42 0.00
H 4.89 3.04 -2.77 0.00
H -6.66 -0.36 3.54 0.01
C 6.66 4.71 -0.43 0.00
H -2.17 2.51 2.19 0.00
H 3.55 -0.62 -0.09 0.00
H -9.00 -4.60 -0.13 0.03
C 5.12 3.48 -1.81 0.00
C 5.74 -1.03 -0.27 0.00
C -5.67 -4.36 -0.60 0.26
H 3.52 4.89 0.87 0.00
C 6.43 3.94 -1.54 0.00
H 3.20 1.70 0.81 0.00
C -8.57 -2.86 2.08 0.12
C 6.80 -1.06 -1.26 0.00
C 1.71 4.15 -3.15 0.00
C -1.57 3.11 0.19 0.00
H 5.96 -1.42 0.71 0.00
H 0.19 -4.74 0.99 0.00
H -0.59 4.02 -1.45 0.00
H 3.21 0.21 2.73 0.00
C -1.46 -3.44 0.26 -0.01
H 7.71 -1.57 -1.00 0.00
C -6.05 -1.59 1.85 -0.04
C 2.22 1.51 1.32 0.00
```

Computed properties:
highest occupied orbital energy (spin up / spin down) = -5.28 / -7.53 eV
largest force on an atom = 0.0659 hartree/bohr
energy above the lowest of the compared OMol25 structures with the same formula, charge and spin = 149.3 kJ/mol
spin multiplicity = 2


Q: Look up the largest force on an atom of the second one.
A: 0.0659 hartree/bohr


Please write out number 1 again, unchanged.
This record from the Open Molecules 2025 dataset describes a structure of composition C35H30Cl4GeIMoN4O9. The level of theory is ωB97M-V/def2-TZVPD.

Geometry as XYZ:
```
85
Properties=species:S:1:pos:R:3:mulliken_spin:R:1
H 0.51 -3.62 -2.20 0.00
C 5.08 -3.40 1.13 0.00
H 3.06 2.83 3.74 0.00
O -0.04 0.03 -1.76 0.17
C 2.82 -0.83 1.26 0.03
O 0.18 0.48 -3.91 0.04
C -1.04 -2.85 1.26 0.04
C -1.97 -0.31 -3.14 0.02
C 3.72 -3.20 0.59 0.00
C 1.52 2.32 2.35 0.01
C -2.29 -4.05 -0.46 0.00
C -1.53 -3.74 2.22 0.01
C -2.44 2.50 4.30 0.01
H 1.12 1.52 2.96 0.00
C 2.80 -0.60 -3.03 0.00
C 1.06 -4.35 -1.61 -0.01
H -3.23 3.22 0.77 0.00
O 2.16 -1.52 -2.55 0.00
H -3.48 0.52 -0.25 0.00
H -0.24 2.75 -2.23 -0.01
C -0.50 0.10 -2.97 -0.02
H -2.24 -0.12 -4.18 0.00
C -1.76 1.41 2.26 0.17
C 1.43 3.65 0.35 0.02
C -2.95 0.43 -2.22 -0.01
Cl -1.02 -3.57 3.85 0.00
C -2.78 -4.93 0.51 0.01
C 3.11 4.08 2.00 0.02
H 3.98 4.64 2.33 0.00
H 2.46 0.65 -1.32 0.00
C 2.60 3.06 2.79 -0.01
Cl -2.67 -4.29 -2.13 0.00
H -2.26 -0.68 2.14 0.01
H -3.40 1.27 5.77 0.00
C -1.85 2.55 3.05 -0.01
H -1.29 4.49 -3.58 0.00
H -3.31 -0.76 4.36 0.00
C -2.41 -4.76 1.84 0.01
C -2.31 0.22 2.74 0.01
O 5.70 -4.40 0.83 0.00
H -2.49 3.39 4.91 0.00
H 4.14 0.65 -1.91 0.00
H 4.94 -1.67 2.04 0.00
C -2.90 0.17 3.99 0.00
C -2.84 4.88 -2.15 0.01
H -4.27 5.02 -0.56 0.00
H -2.02 -1.39 -2.95 -0.01
H 1.64 -4.99 -2.28 0.00
Mo 0.32 -0.81 -0.18 2.33
Cl -3.00 -5.85 3.03 0.00
H 0.96 3.91 -0.59 0.00
C 3.09 0.64 -2.21 -0.01
H -3.31 5.64 -2.75 0.00
H -3.97 0.17 -2.56 0.01
N -2.76 0.09 -0.82 0.12
C 2.52 4.38 0.79 -0.01
H 3.15 -1.47 -4.82 0.00
O 1.79 -0.15 0.87 0.01
H -2.83 -0.92 -0.71 -0.02
C -3.39 4.52 -0.93 0.00
N 3.38 -0.68 -4.23 0.00
C 2.79 -2.18 0.70 -0.01
C -1.71 4.24 -2.62 0.00
H 0.35 -4.97 -1.07 0.00
C -1.63 2.89 -0.61 0.11
C -1.45 -3.01 -0.10 0.00
I 2.74 2.45 -3.28 0.00
H 3.60 -4.97 -0.52 0.00
C -2.96 1.31 4.78 0.00
O -0.24 -1.84 1.48 0.00
C 0.92 2.62 1.13 0.08
O 5.56 -2.45 1.90 0.00
N 1.71 -2.47 -0.10 -0.01
Ge -0.71 1.56 0.56 -0.05
H 2.91 5.18 0.17 0.00
O -0.97 -2.11 -0.92 -0.07
H -2.82 1.51 -2.33 0.00
O 3.76 -0.43 1.95 0.02
Cl -3.83 -6.21 0.05 0.00
H -1.44 3.48 2.68 -0.01
C 1.95 -3.64 -0.67 0.02
C -1.11 3.25 -1.85 -0.02
H 3.80 0.12 -4.68 0.00
C -2.79 3.52 -0.17 -0.02
N 3.15 -4.10 -0.27 0.00
```

Computed properties:
highest occupied orbital energy (spin up / spin down) = -7.68 / -8.08 eV
largest force on an atom = 0.0594 hartree/bohr
spin multiplicity = 4


Q: What is the spin multiplicity in the first record?
A: 4


Q: spin multiplicity of number 2 (C35H30ClGaGeNO2SSe)?
A: 2